28
Properties=species:S:1:pos:R:3:forces:R:3 method="wB97M-V/def2-TZVPD" e_tot_ha=-503.1535 spin_multiplicity=1 relative_energy_kj_mol=144.4 homo_lumo_gap_ev=9.9 homo_energy_ha=-0.3509 lumo_ha=0.01253 smiles="C=CCC(=C)CC.O.O.O" fmax_ev_per_a=2.442
C -1.0524 -0.4525 -3.3436 -1.67 0.50 1.71
C -1.4172 -0.1921 -1.8269 0.89 0.38 -1.47
C -0.2443 0.4885 -1.0974 -1.64 -0.36 0.26
C 1.0044 0.1606 -1.3423 1.48 -0.65 -0.67
C -0.7079 1.4787 -0.0627 0.49 0.51 0.42
C -1.4723 0.7988 1.0353 0.06 -1.62 -0.02
C -1.3479 0.9355 2.3464 -0.03 1.23 0.12
H -2.0371 -0.6665 -3.7665 0.36 -0.47 -0.53
H -0.7650 0.5199 -3.7375 0.53 -0.28 -0.27
H -0.3441 -1.2597 -3.4687 0.14 0.07 -0.32
H -1.8235 -1.0828 -1.3598 0.33 -0.32 0.23
H -2.2849 0.4745 -1.8929 0.26 0.24 0.40
H 1.9316 0.5914 -0.9945 -0.44 0.63 0.75
H 1.3193 -0.6750 -1.9740 -0.76 0.18 -0.35
H -1.3899 2.2133 -0.5151 0.11 -0.13 -0.09
H 0.1137 2.0521 0.3796 0.04 -0.04 -0.15
H -2.0551 -0.0773 0.7326 -0.59 0.67 -0.22
H -2.0944 0.5951 3.0535 0.31 -0.74 -0.10
H -0.6080 1.6075 2.7578 0.03 0.35 0.07
H 1.6550 -1.6860 0.1075 0.24 0.16 0.12
H 3.1504 -1.9151 0.3510 0.51 -0.44 -0.18
O 2.4116 -1.3909 0.6343 -0.65 0.19 0.31
H 0.6236 -2.1736 3.6066 0.46 0.38 0.12
H -0.1781 -2.9907 2.6525 -0.11 -0.32 -0.88
O -0.1632 -2.7067 3.5535 -0.33 -0.03 0.75
H 3.1795 1.9840 0.8663 -0.44 -0.33 0.27
H 1.9833 1.3182 1.6571 0.42 -0.06 -0.35
O 2.6128 2.0507 1.6478 0.03 0.31 0.09